ORCA calculation (wB97M-V/def2-TZVPD) on a molecular structure, C32H54Cl9N2O13Zr at a distorted geometry.

The net charge is +1. The LUMO energy comes out at -3.51 eV. As for the HOMO energy: -0.3559 hartree. The HOMO-LUMO gap comes out at 6.17 eV. The value obtained for the max |F| is 6.99 eV Å⁻¹.

CARTESIAN COORDINATES (ANGSTROEM)
1 Zr 1.509 -1.776 1.372
2 C -2.960 -2.857 0.861
3 C -3.063 -2.318 2.258
4 C -4.212 -3.122 2.910
5 C -4.245 -3.168 4.443
6 C -2.822 -3.605 4.915
7 C -1.674 -2.756 4.421
8 N -1.782 -2.695 2.985
9 O -0.564 -2.132 2.366
10 C -0.311 -3.453 4.919
11 C -1.710 -1.499 5.207
12 C -3.350 -0.813 2.377
13 H -2.188 -2.239 0.402
14 H -3.909 -2.733 0.339
15 H -2.556 -3.866 0.940
16 H -4.050 -4.144 2.569
17 H -5.220 -2.880 2.574
18 H -4.880 -3.903 4.938
19 H -4.453 -2.203 4.905
20 H -2.794 -4.637 4.564
21 H -2.804 -3.783 5.990
22 H 0.510 -2.747 5.041
23 H -0.061 -4.364 4.376
24 H -0.507 -3.608 5.980
25 H -2.591 -0.907 4.955
26 H -0.775 -0.954 5.078
27 H -1.686 -1.804 6.253
28 H -2.443 -0.223 2.514
29 H -4.009 -0.632 3.226
30 H -3.906 -0.524 1.485
31 C 2.588 2.041 0.701
32 C 1.287 2.174 -0.092
33 C 1.499 3.134 -1.328
34 C 0.525 3.153 -2.452
35 C 0.450 1.701 -2.960
36 C 0.043 0.720 -1.836
37 N 0.889 0.812 -0.620
38 O 0.326 -0.091 0.361
39 C 0.233 -0.683 -2.515
40 C -1.463 1.116 -1.576
41 C 0.264 2.871 0.816
42 H 3.027 3.021 0.890
43 H 3.280 1.536 0.027
44 H 2.500 1.519 1.654
45 H 2.431 2.885 -1.835
46 H 1.553 4.163 -0.970
47 H 0.847 3.752 -3.305
48 H -0.481 3.535 -2.281
49 H 1.355 1.379 -3.475
50 H -0.277 1.759 -3.770
51 H 0.037 -1.477 -1.795
52 H 1.265 -0.862 -2.814
53 H -0.498 -0.901 -3.294
54 H -1.866 0.278 -1.007
55 H -2.131 1.267 -2.423
56 H -1.632 2.069 -1.076
57 H -0.240 2.180 1.492
58 H -0.651 3.240 0.354
59 H 0.699 3.689 1.390
60 C 5.007 -0.634 -0.739
61 C 3.863 -1.205 0.084
62 O 3.609 -0.861 1.266
63 O 3.030 -2.011 -0.251
64 H 4.685 0.324 -1.146
65 H 5.291 -1.182 -1.638
66 H 5.899 -0.532 -0.120
67 C -3.599 5.240 -1.636
68 Cl -4.675 4.427 -2.811
69 Cl -4.249 6.705 -0.903
70 Cl -2.020 5.706 -2.310
71 H -3.382 4.582 -0.794
72 C -4.542 -0.128 -4.920
73 Cl -4.351 1.276 -3.850
74 Cl -6.289 -0.379 -5.176
75 Cl -3.986 -1.530 -4.102
76 H -4.078 0.115 -5.876
77 C 1.580 6.317 -4.321
78 Cl 3.261 6.005 -4.483
79 Cl 0.593 5.457 -5.646
80 Cl 1.289 8.029 -4.496
81 H 1.306 6.067 -3.296
82 C 3.703 1.843 -4.301
83 C 3.818 0.372 -4.849
84 O 5.113 0.422 -5.460
85 C 5.530 1.651 -5.616
86 O 6.524 1.956 -6.312
87 O 4.735 2.552 -5.039
88 H 3.757 1.825 -3.213
89 H 2.734 2.219 -4.631
90 H 3.072 0.047 -5.575
91 H 3.895 -0.336 -4.024
92 C 2.555 2.045 5.467
93 C 3.487 0.909 5.790
94 O 3.270 -0.096 4.839
95 C 2.150 0.185 4.170
96 O 1.720 -0.578 3.325
97 O 1.701 1.375 4.603
98 H 2.915 2.853 4.830
99 H 2.022 2.425 6.339
100 H 3.257 0.393 6.722
101 H 4.557 1.096 5.882
102 C -1.459 -4.689 -2.645
103 C -1.497 -5.757 -1.551
104 O -0.592 -5.240 -0.594
105 C -0.288 -4.028 -0.832
106 O 0.489 -3.259 -0.161
107 O -0.416 -3.799 -2.164
108 H -2.451 -4.237 -2.665
109 H -1.276 -5.060 -3.653
110 H -1.097 -6.750 -1.755
111 H -2.525 -5.765 -1.188